1.
C3H8ClNS | ωB97M-V with the def2-TZVPD basis set

The relative energy (zero: lowest compared OMol25 entry of this formula, charge and spin) comes out at 1.048 eV. The calculation puts the molecular weight at 125.624 g/mol. The calculation puts the largest force on an atom at 5.33 eV Å⁻¹. The total energy is -1032.19619 a.u. Its multiplicity is 1. Its total charge is 0. For the frontier orbital gap, the calculation gives 9.69 eV.

Each line ends with the natural charge from an NBO analysis.
Cartesian coordinates (Å):
C 1.38 0.26 -1.08  -0.428
N -0.08 0.45 -0.82  -0.685
C -0.87 -0.10 0.25  0.068
C -0.30 0.19 1.62  -0.675
S -1.10 -1.97 0.19  -0.045
Cl -2.45 0.79 0.02  -0.055
H 1.65 0.79 -2.02  0.219
H 2.00 0.87 -0.41  0.196
H 1.72 -0.82 -1.00  0.197
H -0.59 0.52 -1.73  0.387
H -0.84 0.19 2.51  0.244
H 0.59 -0.55 1.87  0.225
H 0.31 1.20 1.68  0.233
H -1.42 -1.81 -1.09  0.119

***

2.
C3H8CrO3 | ωB97M-V with the def2-TZVPD basis set

The relative energy (zero: lowest compared OMol25 entry of this formula, charge and spin) comes out at 2.886 eV. The calculation puts the molecular weight at 144.090 g/mol. The calculation puts the largest force on an atom at 3.33 eV Å⁻¹. The total energy is -1389.14520 a.u. Its multiplicity is 5. Its total charge is 0. Its expectation value of S² is 6.22. For the frontier orbital gap (alpha / beta), the calculation gives 6.40 / 6.90 eV.

Each line ends with the natural charge from an NBO analysis.
Cartesian coordinates (Å):
O -0.17 2.19 1.17  -0.782
C -1.03 1.72 0.10  -0.211
C -1.33 0.26 0.31  -0.134
O -0.06 -0.43 0.05  -0.642
C 0.02 -1.77 0.48  -0.245
Cr 0.97 1.29 -0.06  0.888
H -1.97 2.29 0.01  0.181
H -2.09 -0.13 -0.39  0.180
H -1.61 -0.01 1.35  0.176
H -0.77 -2.37 0.01  0.181
H 1.00 -2.16 0.17  0.185
H -0.08 -1.84 1.57  0.185
O 2.59 0.65 -1.50  -0.910
H 1.60 0.57 -1.71  0.454
H 2.92 -0.25 -1.56  0.495

***

3.
C3H8F2P | ωB97M-V with the def2-TZVPD basis set

The relative energy (zero: lowest compared OMol25 entry of this formula, charge and spin) comes out at 3.915 eV. The calculation puts the molecular weight at 113.067 g/mol. The calculation puts the largest force on an atom at 4.85 eV Å⁻¹. The total energy is -659.80168 a.u. Its multiplicity is 1. Its total charge is +1. For the frontier orbital gap (alpha / beta), the calculation gives 9.06 / 9.04 eV.

Each line ends with the natural charge from an NBO analysis.
Cartesian coordinates (Å):
C -1.65 0.40 -0.96  -0.612
C 2.04 0.36 0.03  -1.087
C -1.08 -0.57 0.03  -0.767
F 0.01 0.93 1.95  -0.487
F 1.13 -2.30 1.55  -0.528
P 0.47 -0.02 0.80  2.107
H -1.03 0.44 -1.92  0.232
H -2.55 -0.04 -1.30  0.268
H -1.82 1.33 -0.57  0.228
H 2.00 1.36 -0.35  0.315
H 2.30 -0.52 -0.64  0.347
H 2.86 0.63 0.86  0.361
H -0.84 -1.56 -0.34  0.312
H -1.84 -0.44 0.86  0.313

***

4.
C3H8FN | ωB97M-V with the def2-TZVPD basis set

The relative energy (zero: lowest compared OMol25 entry of this formula, charge and spin) comes out at 6.079 eV. The calculation puts the molecular weight at 77.102 g/mol. The calculation puts the largest force on an atom at 5.69 eV Å⁻¹. The total energy is -273.49236 a.u. Its multiplicity is 1. Its total charge is 0. For the frontier orbital gap (alpha / beta), the calculation gives 11.11 / 6.52 eV.

Each line ends with the natural charge from an NBO analysis.
Cartesian coordinates (Å):
C -1.81 0.43 0.21  -0.702
C 1.84 -1.37 0.09  -0.536
C -1.27 1.51 -0.68  -0.299
N 0.89 -0.54 0.56  0.122
F 1.52 0.71 0.85  -0.271
H -2.81 0.16 -0.02  0.207
H -1.06 -0.34 0.13  0.246
H -1.74 0.63 1.24  0.215
H 2.59 -1.80 0.90  0.235
H 1.34 -2.11 -0.46  0.232
H 2.66 -0.98 -0.65  0.230
H -1.88 1.78 -1.47  0.151
H -0.29 1.92 -0.71  0.170

***

5.
C3H8FN2 | ωB97M-V with the def2-TZVPD basis set

The relative energy (zero: lowest compared OMol25 entry of this formula, charge and spin) comes out at 2.831 eV. The calculation puts the molecular weight at 91.109 g/mol. The calculation puts the largest force on an atom at 3.88 eV Å⁻¹. The total energy is -328.15325 a.u. Its multiplicity is 1. Its total charge is +1. For the frontier orbital gap, the calculation gives 10.05 eV.

Each line ends with the natural charge from an NBO analysis.
Cartesian coordinates (Å):
C 2.13 0.14 0.29  0.704
C -0.50 2.16 0.34  -0.445
C -1.44 0.20 -0.15  0.007
N 2.55 0.60 -0.82  -0.702
N -0.34 0.81 0.02  -0.462
F 1.95 -1.07 0.40  -0.216
H -1.61 2.36 0.65  0.209
H 0.24 2.43 1.08  0.195
H -0.19 2.81 -0.59  0.213
H -2.40 0.69 0.03  0.166
H -1.48 -0.79 -0.40  0.181
H 2.76 -0.05 -1.64  0.464
H 2.18 0.74 1.28  0.232
H 2.80 1.59 -0.90  0.452

***

6.
C3H8FNO | ωB97M-V with the def2-TZVPD basis set

The relative energy (zero: lowest compared OMol25 entry of this formula, charge and spin) comes out at 2.292 eV. The calculation puts the molecular weight at 93.101 g/mol. The calculation puts the largest force on an atom at 3.43 eV Å⁻¹. The total energy is -348.89554 a.u. Its multiplicity is 1. Its total charge is 0. For the frontier orbital gap, the calculation gives 9.47 eV.

Each line ends with the natural charge from an NBO analysis.
Cartesian coordinates (Å):
C 0.77 -0.35 -1.66  -0.665
C -0.55 -0.67 1.77  -0.289
C 0.39 0.13 -0.27  0.816
N 0.32 1.41 -0.02  -0.738
O 0.30 -0.76 0.68  -0.465
F -1.88 0.00 -0.39  -0.878
H 1.76 -0.61 -1.57  0.227
H 0.20 -1.21 -1.92  0.275
H 0.62 0.45 -2.44  0.226
H -0.50 -1.66 2.14  0.200
H -1.51 -0.50 1.34  0.285
H -0.26 0.12 2.44  0.156
H 0.38 1.87 -0.93  0.420
H -0.03 1.78 0.84  0.429

***

7.
C3H8FNO7S3V | ωB97M-V with the def2-TZVPD basis set

The calculation puts the molecular weight at 336.240 g/mol. The calculation puts the largest force on an atom at 4.91 eV Å⁻¹. The total energy is -2938.42229 a.u. Its multiplicity is 1. Its total charge is +1. For the frontier orbital gap, the calculation gives 2.64 eV.

Each line ends with the natural charge from an NBO analysis.
Cartesian coordinates (Å):
O -0.30 -0.88 -1.92  -0.905
S -0.37 0.50 -1.60  2.371
O -1.61 0.95 -1.01  -0.970
O -0.18 1.32 -2.96  -0.870
C 0.98 1.04 -0.60  -0.712
C 0.88 0.61 0.87  -0.411
C -0.02 -0.57 1.27  -0.261
N 0.53 -1.94 1.12  -0.804
S 2.00 -2.13 0.28  0.292
S -0.61 -3.13 0.76  2.499
O -1.20 -3.59 1.97  -0.881
O 0.03 -4.16 0.02  -0.886
F -1.74 -2.52 -0.14  -0.458
H -0.27 0.66 -3.68  0.536
H 1.92 0.69 -1.04  0.283
H 1.02 2.13 -0.68  0.256
H 0.44 1.48 1.39  0.188
H 1.90 0.53 1.27  0.279
H -0.21 -0.44 2.34  0.226
H -1.02 -0.50 0.82  0.228
H 1.84 -1.59 -0.96  0.095
O -2.95 4.20 0.62  -0.465
V -1.38 3.64 0.85  1.924
O 0.32 3.71 1.00  -0.555

***

8.
C3H8FOP | ωB97M-V with the def2-TZVPD basis set

The relative energy (zero: lowest compared OMol25 entry of this formula, charge and spin) comes out at 4.647 eV. The calculation puts the molecular weight at 110.068 g/mol. The calculation puts the largest force on an atom at 3.87 eV Å⁻¹. The total energy is -635.39928 a.u. Its multiplicity is 1. Its total charge is 0. For the frontier orbital gap (alpha / beta), the calculation gives 8.90 / 6.39 eV.

Each line ends with the natural charge from an NBO analysis.
Cartesian coordinates (Å):
C -1.85 0.22 1.46  -0.901
C 2.81 -0.56 0.25  -0.287
C -1.66 0.79 -1.45  -0.980
O 2.02 0.21 -0.48  -0.365
F -0.98 -1.55 -0.23  -0.579
P -0.91 0.06 0.05  1.343
H -1.81 -0.66 2.28  0.245
H -1.62 1.23 1.96  0.220
H 3.41 -0.02 0.97  0.158
H 3.56 -1.30 -0.34  0.176
H 2.11 -1.36 0.87  0.224
H -1.40 1.88 -1.39  0.250
H -1.00 0.43 -2.22  0.252
H -2.68 0.64 -1.72  0.243

***

9.
C3H8FeO | ωB97M-V with the def2-TZVPD basis set

The relative energy (zero: lowest compared OMol25 entry of this formula, charge and spin) comes out at 0.021 eV. The calculation puts the molecular weight at 115.941 g/mol. The calculation puts the largest force on an atom at 1.49 eV Å⁻¹. The total energy is -1457.62390 a.u. Its multiplicity is 6. Its total charge is +1. Its expectation value of S² is 8.76. For the frontier orbital gap (alpha / beta), the calculation gives 9.30 / 8.80 eV.

Each line ends with the natural charge from an NBO analysis.
Cartesian coordinates (Å):
C -0.64 0.52 1.74  -0.261
O -0.33 -0.16 0.55  -0.634
C 0.65 0.48 -0.34  -0.127
C 0.82 -0.44 -1.52  -0.737
H -1.33 -0.11 2.32  0.221
H 0.28 0.69 2.33  0.208
H -1.12 1.49 1.52  0.212
H 1.56 0.61 0.26  0.214
H 0.24 1.47 -0.58  0.220
H -1.97 -2.01 -1.57  -0.285
H 1.87 -0.76 -1.62  0.249
H 0.54 0.00 -2.49  0.255
Fe -0.58 -1.77 -0.61  1.465

***

10.
C3H8IN2O | ωB97M-V with the def2-TZVPD basis set

The relative energy (zero: lowest compared OMol25 entry of this formula, charge and spin) comes out at 1.760 eV. The calculation puts the molecular weight at 215.014 g/mol. The calculation puts the largest force on an atom at 1.95 eV Å⁻¹. The total energy is -601.23456 a.u. Its multiplicity is 1. Its total charge is +1. For the frontier orbital gap, the calculation gives 8.64 eV.

Each line ends with the natural charge from an NBO analysis.
Cartesian coordinates (Å):
C -1.15 -1.27 -0.37  -0.432
N -0.19 -0.64 0.51  -0.424
C 0.02 0.97 0.50  0.131
N -0.78 1.72 -0.27  -0.801
C 1.06 -0.02 0.02  0.239
O 2.19 -0.44 0.75  -0.686
I 3.97 -0.21 -0.15  0.532
H -1.98 -1.65 0.22  0.244
H -0.70 -2.10 -0.92  0.236
H -1.53 -0.53 -1.08  0.228
H -0.05 -1.12 1.40  0.444
H 0.12 1.27 1.54  0.243
H -0.68 1.80 -1.26  0.416
H -1.46 2.32 0.18  0.425
H 1.16 -0.09 -1.06  0.206

***

11.
C3H8N | ωB97M-V with the def2-TZVPD basis set

The relative energy (zero: lowest compared OMol25 entry of this formula, charge and spin) comes out at 3.850 eV. The calculation puts the molecular weight at 58.104 g/mol. The calculation puts the largest force on an atom at 1.83 eV Å⁻¹. The total energy is -173.44127 a.u. Its multiplicity is 1. Its total charge is +1. For the frontier orbital gap, the calculation gives 7.59 eV.

Each line ends with the natural charge from an NBO analysis.
Cartesian coordinates (Å):
C -1.97 1.21 -0.31  -0.769
C -2.06 -0.20 -0.68  0.365
C -1.41 -1.19 0.14  -0.069
N -0.88 -0.84 1.26  -0.316
H -1.47 1.88 -1.01  0.337
H -1.58 1.25 0.70  0.283
H -3.00 1.59 -0.21  0.316
H -2.71 -0.45 -1.50  0.243
H -1.29 -2.22 -0.20  0.227
H -0.78 -1.67 1.83  0.383
H 8.63 0.66 -0.13  0.002
H 8.51 -0.02 0.12  -0.002

***

12.
C3H8N2 | ωB97M-V with the def2-TZVPD basis set

The relative energy (zero: lowest compared OMol25 entry of this formula, charge and spin) comes out at 3.593 eV. The calculation puts the molecular weight at 72.111 g/mol. The calculation puts the largest force on an atom at 3.18 eV Å⁻¹. The total energy is -228.51661 a.u. Its multiplicity is 1. Its total charge is 0. For the frontier orbital gap, the calculation gives 8.87 eV.

Each line ends with the natural charge from an NBO analysis.
Cartesian coordinates (Å):
C -1.11 1.55 -0.54  -0.248
N 0.08 1.11 -0.47  -0.201
N 0.29 -0.05 0.05  -0.266
C -0.71 -0.90 0.69  -0.441
C 1.63 -0.46 -0.18  -0.415
H -2.02 1.03 -0.27  0.150
H -1.36 2.54 -0.95  0.179
H -0.21 -1.87 1.02  0.219
H -1.57 -1.11 0.02  0.198
H -0.99 -0.34 1.55  0.204
H 2.26 0.19 0.54  0.198
H 1.85 -1.64 -0.19  0.208
H 1.86 -0.05 -1.26  0.215

***

13.
C3H8N2 | ωB97M-V with the def2-TZVPD basis set

The relative energy (zero: lowest compared OMol25 entry of this formula, charge and spin) comes out at 4.093 eV. The calculation puts the molecular weight at 72.111 g/mol. The calculation puts the largest force on an atom at 6.73 eV Å⁻¹. The total energy is -228.49825 a.u. Its multiplicity is 1. Its total charge is 0. For the frontier orbital gap, the calculation gives 10.26 eV.

Each line ends with the natural charge from an NBO analysis.
Cartesian coordinates (Å):
C -1.79 1.05 0.81  -0.091
N -1.16 0.33 -0.18  -0.396
C -2.08 -0.67 -0.78  -0.460
H -1.32 2.05 1.09  0.179
H -2.85 1.02 1.31  0.167
H -1.42 -1.28 -1.40  0.203
H -2.86 -0.16 -1.37  0.205
H -2.50 -1.27 0.02  0.196
C 2.96 0.08 -0.25  -0.050
N 2.39 -0.79 0.55  -0.608
H 3.89 0.52 0.06  0.159
H 2.56 0.32 -1.27  0.151
H 1.37 -0.73 0.29  0.347

***

14.
C3H8N2 | ωB97M-V with the def2-TZVPD basis set

The relative energy (zero: lowest compared OMol25 entry of this formula, charge and spin) comes out at 6.090 eV. The calculation puts the molecular weight at 72.111 g/mol. The calculation puts the largest force on an atom at 5.07 eV Å⁻¹. The total energy is -228.42485 a.u. Its multiplicity is 1. Its total charge is 0. For the frontier orbital gap (alpha / beta), the calculation gives 8.34 / 7.86 eV.

Each line ends with the natural charge from an NBO analysis.
Cartesian coordinates (Å):
C -1.34 0.52 0.83  -0.296
C -1.18 1.09 -0.47  -0.478
C 1.56 -1.26 -0.41  -0.452
N 0.05 0.08 0.72  -0.247
N 0.37 -1.12 0.35  -0.299
H -1.53 1.20 1.61  0.211
H -1.91 -0.45 0.62  0.243
H -1.57 0.87 -1.47  0.213
H -0.76 2.13 -0.60  0.165
H 2.29 -1.80 0.17  0.202
H 1.41 -1.87 -1.27  0.203
H 1.95 -0.28 -0.72  0.167
H 0.65 0.90 0.63  0.368

***

15.
C3H8N2 | ωB97M-V with the def2-TZVPD basis set

The relative energy (zero: lowest compared OMol25 entry of this formula, charge and spin) comes out at 2.291 eV. The calculation puts the molecular weight at 72.111 g/mol. The calculation puts the largest force on an atom at 1.63 eV Å⁻¹. The total energy is -228.56447 a.u. Its multiplicity is 1. Its total charge is 0. For the frontier orbital gap, the calculation gives 10.61 eV.

Each line ends with the natural charge from an NBO analysis.
Cartesian coordinates (Å):
N 1.02 1.23 -1.24  -0.812
C 0.06 1.09 -0.16  -0.234
C 0.16 -0.23 0.52  -0.092
C -0.36 -1.46 -0.08  -0.257
N -1.09 -0.85 1.04  -0.592
H 0.85 2.11 -1.67  0.351
H 1.94 1.38 -0.81  0.342
H 0.11 1.92 0.54  0.171
H -0.98 1.14 -0.57  0.200
H 0.99 -0.44 1.21  0.185
H -0.91 -1.46 -1.02  0.202
H 0.21 -2.35 0.10  0.189
H -0.93 -1.34 1.89  0.347

***

16.
C3H8N2 | ωB97M-V with the def2-TZVPD basis set

The relative energy (zero: lowest compared OMol25 entry of this formula, charge and spin) comes out at 3.068 eV. The calculation puts the molecular weight at 72.111 g/mol. The calculation puts the largest force on an atom at 1.76 eV Å⁻¹. The total energy is -228.53590 a.u. Its multiplicity is 1. Its total charge is 0. For the frontier orbital gap, the calculation gives 10.56 eV.

Each line ends with the natural charge from an NBO analysis.
Cartesian coordinates (Å):
C -1.46 0.87 1.41  -0.066
N -1.64 -0.38 1.39  -0.384
C -0.57 -1.23 1.89  -0.446
H -0.69 1.35 2.03  0.136
H -2.03 1.48 0.72  0.172
H -1.03 -2.02 2.50  0.201
H 0.12 -0.70 2.55  0.172
H -0.13 -1.74 1.04  0.216
C 1.40 0.86 -2.28  -0.047
N 2.20 -0.09 -2.51  -0.586
H 1.65 1.55 -1.47  0.158
H 0.44 1.00 -2.78  0.147
H 1.74 -0.77 -3.13  0.328

***

17.
C3H8N2 | ωB97M-V with the def2-TZVPD basis set

The relative energy (zero: lowest compared OMol25 entry of this formula, charge and spin) comes out at 1.831 eV. The calculation puts the molecular weight at 72.111 g/mol. The calculation puts the largest force on an atom at 1.54 eV Å⁻¹. The total energy is -228.58136 a.u. Its multiplicity is 1. Its total charge is 0. For the frontier orbital gap, the calculation gives 8.12 eV.

Each line ends with the natural charge from an NBO analysis.
Cartesian coordinates (Å):
C 0.48 1.84 -0.29  -0.635
C 0.02 0.44 -0.08  0.103
N -1.37 0.30 -0.26  -0.837
C 0.71 -0.59 0.42  -0.114
N 0.29 -1.96 0.41  -0.829
H -0.07 2.22 -1.14  0.208
H 0.20 2.50 0.54  0.212
H 1.55 1.95 -0.31  0.226
H -1.83 0.93 -0.89  0.372
H -1.81 -0.60 -0.16  0.376
H 1.57 -0.34 1.03  0.187
H -0.40 -1.98 -0.33  0.355
H 1.09 -2.55 0.29  0.376